DFT (ωB97M-V/def2-TZVPD) results for C33H45CrN3Te as an isolated structure at a distorted geometry.

The HOMO energy comes out at -12.563 eV. The value obtained for the total energy is -2760.58296 Ha. Its max |F| is 0.0713 hartree/bohr.

Geometry as ORCA input:
```
! RIJCOSX wB97M-V def2-TZVPD def2/J DEFGRID3
* xyz 2 1
H -0.06776 3.67270 -1.02772
N 0.96817 0.84323 -0.91574
C -2.78002 -1.57075 -1.90392
Te 5.24915 -0.38559 -1.58974
C 2.89452 -0.96873 2.23770
C 4.88653 2.56701 -0.87042
Cr 0.08144 -0.49413 0.37134
H -0.00527 3.45921 -2.74731
N -0.20516 0.24715 1.73759
H 3.09408 0.10225 1.92492
H 1.19729 -2.48807 -3.08733
H 3.08127 -1.50194 -0.43542
C -4.98970 -2.17526 -0.97397
H -5.73103 -0.77336 0.49338
H -1.74785 2.18356 3.77555
C -1.64692 -1.81460 -2.87299
C -0.99864 2.06289 3.04535
C 2.45191 1.32272 -0.74793
H -1.25842 -4.54515 1.39914
N -1.48644 0.11953 -0.85357
H -1.69259 -3.33687 2.59671
H 5.73559 3.19508 -1.05615
C 0.68164 -2.16404 1.88727
H -1.50455 2.42886 2.11125
C -1.46066 -3.46982 1.52025
C -0.00982 -2.81402 -0.29406
C 1.75619 -2.83639 -2.21779
H -2.90535 1.56688 0.72828
C 4.49739 1.71344 -1.97530
H 1.31278 0.89558 3.97970
H -0.11368 2.63155 3.38707
C -0.29451 -2.72355 1.05161
H 4.85818 1.79881 -2.98446
H -3.15445 1.11451 -2.75407
C 3.22743 1.07771 -1.92795
C -1.24741 1.08597 -1.66660
C 0.16182 1.66673 -1.46724
C 2.79409 2.11996 0.30573
H -0.75278 -3.27910 -0.97539
C -2.71291 -0.58221 -0.92928
H -5.87352 -2.77646 -1.03003
H -2.43257 2.62224 -2.27029
C -4.91606 -1.05624 -0.14112
H -4.01819 -3.21220 -2.53339
H -4.28914 0.91469 1.62691
H 0.62288 -0.68883 4.35701
H 2.49398 2.73019 2.24028
C -3.88560 1.06912 0.61450
H -2.53242 -0.07047 2.49499
H 2.84980 -2.72883 -2.22181
H 1.53118 3.37102 -1.90818
H 0.98325 2.18690 1.55228
C 1.87650 -1.56329 1.39716
C 2.56822 0.68528 -3.20437
C 0.41474 3.10052 -1.82676
C 1.89818 2.68501 1.35471
H 1.82059 1.38267 -3.50558
H 0.41576 -2.11963 2.94070
H 4.34946 3.39200 0.98149
H -2.26964 -3.19910 0.89144
H 1.64517 3.76047 1.04491
H 1.59091 -3.86623 -2.29246
H 3.77710 -1.55557 2.16841
C 1.24642 -2.40729 -0.85036
C -3.82014 -0.21706 -0.13915
H -1.61920 -1.33119 3.21457
H 2.56019 -0.91776 3.26538
H -1.76793 -1.17033 -3.80644
H 0.02900 0.83824 5.08882
C 2.16073 -1.76791 0.01331
H -4.55929 1.78326 0.12111
H -1.59032 -2.89865 -3.18586
C 4.07806 2.73969 0.16465
H -0.62593 -1.66482 -2.42817
H 3.34617 0.74478 -3.99131
C -0.62990 0.58059 3.06216
C -2.22266 1.64054 -2.62435
H -1.83545 1.76072 -3.63286
H 2.14775 -0.31195 -3.17623
C -3.93064 -2.40221 -1.84898
H -2.30893 -0.04534 4.24763
C -1.84529 -0.28060 3.29365
C 0.40326 0.31226 4.20312
*
```

---

DFT (ωB97M-V/def2-TZVPD) results for a 5-piece molecular cluster, C33H45F9I3N4O14 overall at a distorted geometry.

The HOMO energy comes out at -11.278 eV. The value obtained for the total energy is -4348.27521 Ha. Its max |F| is 0.0986 hartree/bohr.

Geometry as ORCA input:
```
! RIJCOSX wB97M-V def2-TZVPD def2/J DEFGRID3
* xyz 1 1
H 0.96626 0.67447 -1.98971
C 0.22577 -3.34627 -2.75067
C 5.18826 0.91531 0.19525
C -0.35330 3.10282 -1.13729
O 0.87675 6.49483 0.70276
H 2.84903 -5.47841 -5.36178
C 1.46958 -1.56977 -1.25501
N -1.81033 1.76916 2.11615
F 5.75957 3.00424 -0.68754
H -2.83212 -2.10743 -0.38117
O -0.49582 -4.68480 -4.72624
F -8.91429 -1.02883 3.73532
H -0.38745 0.97131 8.43741
C -0.71287 1.34621 7.46772
O 7.72545 0.51816 2.39975
C 6.98031 0.84376 1.53601
H -1.34106 -4.94865 1.44514
C 0.11446 1.43957 5.39255
H -0.94339 2.27056 2.31486
C 0.22932 -1.87735 -2.16475
H -7.60633 0.92899 4.55835
C -0.76601 -4.48814 0.58463
H -1.16737 -4.99618 -0.33769
C -1.77983 -2.37613 -0.69792
O 1.17472 -0.45142 -0.39306
H -1.21917 4.83142 -2.37728
H -0.29056 -2.55958 -4.73491
O -1.04383 0.71996 5.29891
C -1.14629 0.06860 -1.29278
F 5.18920 6.44904 1.67818
O 2.94458 6.36835 1.60179
C 4.07194 6.33493 -0.38367
H -2.27259 2.29880 -5.58058
C -6.18740 0.19460 2.26581
H 4.44818 7.35204 -0.51753
H 6.84672 1.38125 -1.15658
C 0.31600 0.55110 -1.06982
C -1.00681 -2.89319 0.56694
C 4.14327 5.87782 1.03627
O 7.11512 1.98287 0.78945
H -1.38459 2.19335 7.62551
H -2.01914 -3.31616 -1.30141
H 1.57984 2.32654 -0.62815
C 6.27230 1.80510 -0.32879
C -2.06209 0.70958 -2.42406
H -0.35830 -0.98774 2.45865
C -1.54899 0.39718 1.51004
H 0.42868 2.01765 0.68743
F -2.66790 0.22688 6.77731
O 0.39873 1.76363 6.67837
H -3.01108 -0.05053 0.04326
C -0.98648 3.94568 -1.73748
H 1.23779 -3.72019 -3.05454
H 4.18303 4.79149 1.15510
H 4.60660 5.67099 -1.06282
C -0.66468 -3.42707 -4.09364
O -5.85599 0.50929 3.54739
H -6.58215 -0.30002 5.32474
H 0.41803 -5.17395 -6.51932
H -3.48700 -0.02913 2.21083
C 0.70690 -4.75130 -5.51753
H -1.74838 -3.17543 -3.86818
H 4.75007 0.29224 -0.58029
N -0.26575 -0.06466 2.01376
C 2.05129 6.40484 0.56978
C -1.99039 0.44889 0.02270
O 0.79398 1.73945 4.45990
C 1.83282 -5.68345 -4.90519
H 1.56665 -2.46549 -0.55636
H -0.04892 -2.37898 0.82775
C 0.50273 2.01550 -0.43066
H -0.20216 -4.12436 -2.06216
C 3.25122 -2.00728 -3.28317
H 1.18214 -3.74467 -5.71611
O -7.34344 -0.52185 2.20717
I -4.27193 0.75495 -2.21825
H 0.18326 0.50665 2.73648
F 3.80528 -1.95296 -0.98426
H -2.28012 -0.44522 3.28839
H 1.95373 -5.59380 -3.78979
F 4.42675 -1.38631 -3.71781
H -3.48591 1.08319 -5.05656
H 0.33764 -1.24269 -3.10599
H -1.68531 -1.52068 -2.48647
H -3.33226 2.74665 -4.20289
N -1.11405 -1.42797 -1.62216
H 4.38908 1.47472 0.69028
H -1.68946 -2.73326 1.46097
I 0.24306 1.34205 -4.42845
C 2.88943 -1.36508 -1.89155
F 3.34971 -0.03793 -1.93403
C -6.94011 0.08398 4.37000
H 1.57628 -6.76614 -5.11399
C -1.32421 0.27650 6.61443
I 1.31914 -5.00503 1.00147
C -1.72783 1.25501 -3.64097
C -7.57960 -0.97785 3.52687
O 2.67443 6.30361 -0.63900
O -5.54037 0.50348 1.31265
F 3.63856 -3.32571 -3.07370
H -0.89811 -0.71868 6.76496
F 2.36267 -1.85473 -4.30551
N -2.54892 -0.43615 2.30334
H -2.28394 1.53127 -0.18227
C -2.77338 1.87600 -4.66905
H -2.29934 1.67957 3.00527
O 5.88139 0.12699 1.15729
H -7.14860 -1.97447 3.65321
*
```

---

DFT (ωB97M-V/def2-TZVPD) results for C33H46BrN3O5SSbSr as an isolated structure at a distorted geometry.

The HOMO energy comes out at -5.296 eV. The value obtained for the total energy is -5068.80775 Ha. The energy above the lowest of the compared OMol25 structures with the same formula, charge and spin is 20.8 kcal/mol. Its max |F| is 0.0230 hartree/bohr.

Geometry as ORCA input:
```
! RIJCOSX wB97M-V def2-TZVPD def2/J DEFGRID3
* xyz -1 1
C 0.89130 -1.26577 -6.86787
H 3.33477 -0.89074 -1.11833
H 5.97186 0.47473 -0.37185
H -3.08964 0.91868 3.92412
H -5.05987 0.88321 2.39762
C -3.95184 0.02450 0.77225
H 1.36956 3.95626 1.04477
H -1.00426 -1.90570 -1.31736
C -0.36729 -0.17198 -3.54467
C -4.09766 0.51002 2.06470
H -2.64839 -3.74614 -1.38977
C 1.52301 -2.96896 3.09403
H -2.53220 -0.81393 -0.58347
O 4.05688 -0.99363 0.81919
C -2.71019 5.11528 1.73973
O 2.86427 2.50600 3.02418
C -5.06726 0.06943 -0.23129
Sr 0.53460 1.11290 -0.29984
C 2.13215 2.25158 2.07915
H 2.98311 -0.54571 -5.37385
H 3.51979 -0.23507 1.12370
H -0.95920 8.33668 0.55702
C 0.85652 -0.78315 -5.51723
S -1.09103 3.44879 0.31073
C -0.35865 -0.63173 -4.85265
C -3.01769 0.53291 2.91820
C -3.12986 6.34610 2.21300
H 2.38762 -3.61978 2.95232
N 0.91882 -1.65436 -7.95178
H 3.43130 -4.65545 1.30802
H -2.59776 8.98343 3.37492
C 4.27582 -0.84374 -0.56219
H 4.06631 -3.26917 0.42433
C -0.65124 -2.93089 -1.18850
H 2.93439 0.26386 -3.08337
H 1.56758 -6.02094 0.45763
H -4.92991 -0.67834 -1.01203
H -3.95468 6.40009 2.91479
H 0.93596 3.84850 2.74879
H -0.44340 -4.93281 3.23868
H -2.18545 -3.41097 0.28350
C -2.50216 7.52184 1.80009
C -2.94477 8.85249 2.34757
H 0.73301 -5.64322 -1.04043
C -1.81364 -3.77222 -0.67784
H -0.72046 -5.09622 1.50197
H -0.44567 -2.67321 2.30220
O -0.22177 3.67002 -0.85783
C -1.02630 6.20222 0.40837
N -1.61761 -0.40774 1.21833
H 5.20712 0.51386 -1.97266
C 0.98247 3.28244 1.81968
C -0.16099 -3.36726 -2.57069
C 0.79014 0.15254 -2.80713
H 2.35898 -6.32015 -1.08820
C -1.65872 5.04797 0.83447
O 2.27433 1.25618 1.26600
C -2.69545 -0.42719 0.41689
C -1.45266 7.43189 0.89357
C 0.41674 -3.31310 2.09419
H 1.16887 -3.10950 4.12138
O -2.26039 2.66316 0.01182
C 0.00197 -4.77338 2.24920
H -0.21747 6.12912 -0.30596
C 1.98282 0.01368 -3.54668
H -1.52917 -4.81862 -0.55246
Sb 1.05239 -2.59056 0.14158
C 3.62212 -4.26109 0.30642
H 0.87168 -5.43261 2.18039
C 2.03617 -0.44629 -4.85434
C 5.01725 0.44069 -0.89879
C -1.80124 0.06466 2.44195
H -3.19117 4.19926 2.06124
H -1.34889 -0.07020 -3.07760
H 4.42979 1.30684 -0.58736
H 4.86749 -1.71012 -0.87308
H -4.03258 8.93290 2.35670
H -2.54654 9.67557 1.75494
H -5.08447 1.05262 -0.70743
H -0.97078 -3.28814 -3.30400
H -1.28060 -0.87893 -5.36760
H -6.03622 -0.09864 0.23914
N -0.32538 2.75082 1.46699
C 2.33198 -4.23282 -0.50942
H 1.87122 -1.94001 2.99338
H 0.18684 -4.39865 -2.57762
Br -0.31576 0.10100 3.60512
C 1.70256 -5.62469 -0.55150
H 0.65052 -2.72820 -2.92808
H 2.57991 -3.92820 -1.53194
H 4.35635 -4.92474 -0.16421
*
```

---

DFT (ωB97M-V/def2-TZVPD) results for C33H47AlBr2N5OP2 as an isolated structure.

The HOMO energy comes out at -10.732 eV. The value obtained for the total energy is -7707.94014 Ha. Its max |F| is 0.0071 hartree/bohr.

Geometry as ORCA input:
```
! RIJCOSX wB97M-V def2-TZVPD def2/J DEFGRID3
* xyz 1 1
N -1.26320 0.38765 2.51849
N 1.59981 1.17573 -2.00099
H 4.49896 1.70823 2.79862
H -6.71986 1.26578 1.49546
C 2.62572 -2.53396 -0.81931
C -1.43579 -0.21803 4.79551
C -2.13193 1.43008 2.74673
H -4.15231 -0.66133 -2.20235
C 5.64113 1.07003 -0.42232
H -3.28566 0.84314 -1.78482
H 0.58887 -3.00174 -0.42813
Al -0.85505 0.39499 0.59198
H 3.09998 2.30236 -4.81323
H -0.43131 0.73939 -2.33132
H 2.85734 -2.16347 0.17999
C 1.64251 -3.15188 -3.26267
N 0.68406 -0.13958 0.08090
C 0.03700 -1.54571 3.22120
C -3.19956 -0.23917 -1.88083
H 1.58694 -1.02647 -3.62961
H 5.11408 0.20606 2.14766
H 3.53279 -3.01868 -1.19347
C -3.92659 3.49759 3.00665
H -0.87111 2.35827 -3.99447
C -5.97782 0.49233 1.64650
H 6.40242 2.18516 1.28482
C -2.56383 -2.73507 -0.60992
H 0.65379 0.58990 -4.83985
H -3.32071 -2.25282 2.19315
N 3.29730 0.38166 -0.07285
C 1.48017 -3.53644 -0.77089
H 1.08221 -3.34455 -4.17846
H -2.71827 0.94456 6.03236
H -6.72013 -0.06581 3.57771
C -2.42527 2.21948 1.60122
C -5.97705 -0.25513 2.81405
H -0.14526 2.28933 -1.53511
H 4.55313 -0.43565 -1.53677
C 0.22916 1.61206 -2.31175
C 1.03460 1.60562 -4.70363
C 1.39944 -1.72096 -2.81345
C 4.60839 1.13651 1.87605
H -1.12588 -0.88384 5.58988
P 1.89467 0.01523 -0.86520
H 4.95212 -0.91483 0.09190
C 5.44041 1.90456 0.85652
C 4.62458 -0.06457 -0.51699
C -4.05877 -0.72766 0.85332
C 3.21510 0.84667 1.32670
N 2.28996 -1.38227 -1.68869
H -2.43706 -0.46130 -2.62864
C -2.31491 0.79669 5.03918
H 6.64327 0.63723 -0.45194
H 0.33867 -1.61270 -2.52762
H 5.55696 1.71404 -1.29962
C -3.62514 2.74143 4.09908
C 2.51265 1.56607 -4.26076
H 2.69781 0.10852 1.95099
H 2.54746 2.93530 -2.58845
C -5.02283 0.25713 0.66491
H 4.92498 2.83771 0.61501
H -1.77392 -2.91888 -1.34001
C -2.70297 1.67058 3.99774
H -3.51539 -3.10587 -0.99104
C -4.06691 -1.48173 2.03024
H 1.69277 -4.31244 -0.03384
P -2.68537 -0.95565 -0.29994
H 2.69975 -3.25874 -3.51761
H 0.93659 2.09303 -5.67349
H 0.49512 3.35398 -3.56006
Br -4.47767 3.10363 5.74154
H 2.94544 0.58759 -4.48085
H 0.42328 -1.51035 2.20175
H -0.46564 -2.50047 3.39049
Br -3.82013 4.26084 0.26288
H -5.02554 0.86512 -0.23099
C 1.25100 -4.14799 -2.16138
H -2.31108 -3.26631 0.30655
C -0.91087 -0.41888 3.50245
O -1.82148 1.88103 0.46125
H 1.83479 -5.06330 -2.27086
C -5.02390 -1.24989 3.00411
H -4.64194 4.30408 3.08711
H 0.20349 -4.43987 -2.27506
H 0.88149 -1.50337 3.91115
H 2.62406 1.76447 1.36131
H -5.02761 -1.84173 3.91036
C 0.16960 2.31655 -3.66848
C -3.32739 3.23605 1.75383
H 3.61730 1.57630 -2.38353
C 2.63995 1.85930 -2.76809
*
```

---

DFT (ωB97M-V/def2-TZVPD) results for C33H47AsN4PPtS as an isolated structure.

The HOMO energy (alpha / beta) comes out at -10.225 / -10.545 eV. The value obtained for the total energy is -4599.13310 Ha. Its max |F| is 0.0103 hartree/bohr. The expectation value of S² is 2.01.

Geometry as ORCA input:
```
! RIJCOSX wB97M-V def2-TZVPD def2/J DEFGRID3
* xyz 1 3
H -0.48796 2.34318 -3.63066
N 1.96148 -1.63216 0.55289
C 4.76054 -2.02981 0.49893
N 3.84723 -3.15125 0.27150
H -2.12417 -2.38787 -2.93478
H -1.08536 5.91406 2.87372
C -0.47116 0.04516 3.92645
C -0.27104 -3.28584 -2.39252
H 3.17282 -0.07453 -0.18016
C -2.88421 -0.65765 1.25632
H 4.75608 -2.03840 3.12230
C 2.94682 -0.53945 0.78343
H 2.13850 -0.14013 -2.51898
H 0.81128 2.05837 -2.45440
As -0.72260 1.16197 1.26871
P -0.80343 -0.48618 -2.49143
H -2.43439 0.85111 -4.74127
H -3.11290 -0.76704 -4.51419
C -0.72133 3.07956 1.06079
H -0.26001 -0.86789 5.85172
H -0.54220 -4.27119 -2.77457
H 2.48677 0.20076 1.43844
H 0.80171 -3.16077 -2.54396
H 1.74580 -1.38008 -3.71449
H 2.43146 0.15746 -4.23418
C -2.56730 0.67634 1.51782
H 3.37978 -0.93432 3.32376
H -0.46075 3.00550 -1.06664
C 0.35843 0.32431 -3.66610
H -1.32026 -1.64846 -5.26632
C 0.08946 0.92123 3.00432
C 1.74391 -0.30734 -3.52641
C 1.28590 1.57248 3.29327
C -4.86488 1.15157 2.01839
S -1.62691 -1.82287 0.81468
H -4.45640 -2.11630 1.20379
H -0.02720 0.12452 -4.66979
H 1.86588 0.27890 6.36442
H 0.99261 -3.10185 1.70726
C -0.89944 3.90097 2.17187
H 5.00213 -1.56382 -0.45894
H -1.00067 3.47407 3.16193
C -0.63814 5.01849 -0.35952
C -0.94581 5.27774 2.01022
Pt -0.02342 -0.59205 -0.32686
H -4.05087 0.64853 -4.08341
H 0.23510 -2.37983 -4.88663
C 0.17376 -0.18465 5.13398
C -1.06160 -2.21736 -3.14301
H -3.75398 1.79450 -1.90713
N 4.17297 -1.02479 1.38689
C -5.18332 -0.17845 1.77468
H -0.53429 5.45220 -1.34488
C 2.62197 -2.64323 -0.31400
C -0.81392 5.83624 0.74727
C 1.69545 -2.28231 1.86884
H 1.92639 -3.46839 -0.46994
C 1.92154 1.34431 4.50490
H -5.63549 1.85248 2.30805
C -0.59297 3.64131 -0.20219
N 2.91147 -2.78738 2.47662
C -3.55219 1.58078 1.88859
H 1.72040 2.26870 2.58361
H -0.47733 -3.27302 -1.32290
H 1.23081 -1.55028 2.52740
H -0.84797 6.91043 0.62613
H 2.84328 -2.17609 -1.27682
H -2.27632 2.39576 -2.64408
H 2.84686 1.85665 4.73284
H -3.07612 -0.48801 -2.05774
H -2.23774 1.66331 -1.03088
H 1.18906 2.24338 -4.16067
H -1.40181 -0.46322 3.70556
H 2.83922 -4.59013 1.41401
H -1.20861 -3.37099 -4.95053
C -4.20353 -1.08206 1.39638
H -6.20674 -0.51467 1.87359
H 5.68167 -2.40665 0.94469
C 3.52603 -3.75554 1.56795
C -0.82830 -2.39421 -4.64830
C -2.68665 1.60097 -2.02076
C 0.45893 1.83160 -3.46256
H 4.44352 -4.13601 2.01791
C -3.04431 0.22819 -4.08384
C 3.83886 -1.66958 2.66119
C 1.36778 0.46052 5.42179
H -3.30046 2.61858 2.07216
C -2.49717 0.22798 -2.65552
*
```